A structure of composition C34H41ClN4P2Ru. Source: the Open Molecules 2025 dataset; level of theory: wB97M-V/def2-TZVPD.

Each line ends with the Mulliken spin population.
Positions of all 83 atoms, in Å:
N: -1.43876 1.76441 -2.10716  0.039
H: -0.38024 6.15861 -4.13418  0.001
H: -3.59788 -1.28412 5.21331  0.000
C: -1.30604 1.99844 0.82864  0.168
C: 0.55239 -4.01014 -2.70996  0.007
H: -1.51196 -5.54328 -0.99593  0.000
H: 1.96941 -2.49245 -2.91768  -0.016
H: 2.95146 -0.32481 -0.46008  -0.065
H: 0.56428 -0.68508 -2.43007  -0.031
H: -1.19867 3.65288 -3.70278  0.047
H: 2.34044 4.10321 -1.42862  0.019
C: -3.56656 2.33309 -2.73109  0.010
C: 6.02637 -2.90178 0.38924  -0.081
C: 1.85961 -0.30883 2.29180  -0.010
H: -0.87853 -5.46723 -3.08560  0.000
H: -2.08176 -2.16677 -2.46793  0.000
C: 1.32299 5.58821 -2.76848  0.117
H: -2.23487 3.39547 2.89247  -0.002
H: 6.44856 -4.97723 0.86658  0.011
C: -1.65590 -4.52470 -1.36323  0.002
C: -4.06845 -0.22931 3.29150  0.002
C: -2.56051 2.54062 -1.78363  0.026
C: -1.15628 3.88632 4.79668  0.002
C: -3.22538 0.30173 2.33276  0.002
H: 1.28402 -4.82704 -2.65014  0.000
H: 1.29724 1.63791 4.46759  0.001
C: -1.23302 -3.56948 -0.28841  0.003
H: -1.73086 4.70238 5.19978  0.000
Ru: 0.98444 0.82023 0.73001  1.777
H: 1.64439 -1.61121 -0.32363  -0.024
C: -1.29200 -1.66682 -1.88019  -0.018
C: 5.67777 -4.22785 0.69314  0.198
H: 5.32819 -0.90718 -0.04443  0.004
H: -0.95321 0.63144 -3.88022  -0.009
C: 0.02311 3.28120 5.34217  0.000
C: 3.65441 -2.26926 0.19152  0.057
C: -1.91978 -0.55538 3.97056  -0.002
C: -1.11560 -2.27936 -0.52365  -0.015
C: -3.01466 1.50498 -3.74831  0.013
H: -2.58754 3.13978 -0.88775  -0.011
C: 5.05011 -1.94278 0.16291  0.171
C: -1.70835 1.19954 -3.35840  0.020
C: 0.91358 -2.73820 -2.86584  0.008
H: 4.03429 -5.59497 1.05020  0.000
C: 3.33906 -3.62552 0.56191  0.181
H: 1.45250 -0.07450 3.29645  0.027
C: -0.31744 4.11755 -3.29835  0.340
H: 2.93663 -0.07995 2.24941  0.007
H: 0.49743 3.55156 6.27670  0.000
H: -0.99413 -0.81588 4.45466  -0.001
H: 1.92910 6.47436 -2.70328  0.002
H: -0.19470 3.76523 -0.01276  -0.010
C: 1.54560 4.37868 -2.09909  0.363
H: -1.80643 1.27713 0.17629  0.042
N: -1.89380 0.08619 2.72170  0.009
H: -3.51123 1.15476 -4.63879  0.001
C: 4.32010 -4.57996 0.78202  -0.090
H: -2.74037 -4.46239 -1.57686  0.000
C: -3.24088 -0.78290 4.32583  0.003
H: -1.67271 -0.64731 -1.69858  0.012
H: -0.81062 -1.58447 0.27948  0.007
C: 0.42731 2.28179 4.47110  0.002
C: -0.88871 -4.43144 -2.70693  0.000
H: 1.76707 -1.39028 2.09220  0.006
P: 0.36526 1.78837 -1.35471  0.054
H: -2.04998 2.71070 1.18424  0.014
C: -1.45959 3.22603 3.62211  0.000
N: 0.53799 3.47035 -2.40447  -0.030
H: -4.57163 2.72719 -2.66647  0.001
H: -3.44175 0.80446 1.40233  -0.001
N: -0.48654 2.24171 3.40950  0.016
H: 7.08172 -2.61752 0.35681  -0.001
C: -0.13022 2.68734 0.16132  -0.040
H: 0.83650 2.55030 0.84314  0.053
P: -0.54978 1.04859 2.16672  -0.112
C: -0.02760 -1.55294 -2.76407  0.043
H: -1.27256 -3.95504 0.72473  -0.001
C: 0.12591 5.42930 -3.52515  0.116
H: -1.44636 -3.79603 -3.41361  0.000
Cl: 1.70526 -4.06437 0.80278  0.021
H: -5.14812 -0.22138 3.24280  0.000
H: -0.39627 -1.29408 -3.76561  0.001
C: 2.67377 -1.33083 -0.14900  0.539

Cartesian forces (eV/Å) of the 3 atoms listed first:
1.62 -0.29 -0.33
0.08 0.02 -0.11
0.18 0.05 -0.05

E_HOMO (alpha / beta), eV: -12.061 / -13.257
2S+1: 5
Total charge: +2
Energy above the lowest of the compared OMol25 structures with the same formula, charge and spin, kJ/mol: 432.9



A structure of composition C34H41CrN6O5PS2Se. Source: the Open Molecules 2025 dataset; level of theory: wB97M-V/def2-TZVPD.

Each line ends with the Mulliken spin population.
Positions of all 91 atoms, in Å:
C: 1.91632 2.31810 2.68473  -0.006
O: 0.09893 1.55150 1.36294  0.024
H: -0.23705 -4.27995 1.98342  0.000
C: -3.96443 -0.48214 -3.36499  -0.006
C: 1.62379 2.48201 5.08506  -0.001
H: 1.64789 -3.53724 3.87202  0.000
C: -0.92588 -3.45345 2.13333  0.000
S: -2.79672 1.96292 -4.04671  -0.002
O: 1.86568 2.16763 0.26847  -0.035
H: -2.29118 -1.29960 1.01035  -0.012
H: 3.36173 -2.62913 -0.14049  0.001
H: 3.63541 0.27342 -1.59882  -0.001
H: -1.90412 -3.74687 1.73938  0.000
C: -1.39076 -1.13125 1.60782  0.019
H: 0.42695 -5.19960 -0.27078  0.000
N: 0.74590 1.55465 -2.54582  -0.052
C: 1.96640 -1.58806 -3.69789  -0.027
H: -1.03842 -3.28315 3.21095  0.000
C: -6.13095 -1.41062 -2.82496  0.002
C: -5.26597 -0.81146 -3.73038  0.001
C: 2.26175 -3.54313 2.96139  0.000
C: 0.13068 -3.13358 -3.79648  -0.024
C: 2.99275 2.65193 5.23710  0.003
H: 3.54421 0.95393 -3.24098  -0.004
H: -5.60819 -0.59642 -4.73684  0.000
N: 2.20140 -2.29499 2.23528  0.000
C: 3.29158 2.52961 2.84448  0.005
H: 3.29619 -3.74156 3.25928  0.000
Cr: 0.43824 1.06150 -0.66936  2.518
H: -1.68070 -1.01384 2.65801  0.000
H: -0.59558 -3.75761 -0.47777  0.000
H: -2.63951 8.25769 1.31670  0.000
C: 2.85151 -1.18580 2.90116  0.001
C: -1.14023 5.40539 0.26733  -0.029
N: 1.40394 -3.35527 0.02917  0.001
C: 2.70786 -3.34943 -0.62929  0.000
H: 0.57700 -4.17409 -1.71420  0.001
H: 2.60940 -3.06506 -1.68049  0.001
H: 2.83704 -0.32478 2.24642  -0.001
H: 0.04411 2.15957 3.65669  0.001
H: -7.14291 -1.65620 -3.12399  0.000
H: 1.93413 -4.36096 2.32146  0.000
H: 3.89430 -1.44747 3.11047  0.000
H: 5.00568 2.70358 2.04736  0.000
H: -1.39909 7.34069 -0.63315  -0.001
C: 3.81684 2.68320 4.12576  -0.002
O: -0.59960 -0.49934 -1.41038  -0.077
O: 1.40011 -0.70250 0.42233  -0.001
C: 1.63674 0.55516 -2.34769  -0.198
C: -1.59409 6.72592 0.23559  0.012
C: 3.08515 0.95903 -2.24693  -0.015
C: 1.41538 -2.77176 -4.18585  0.017
N: -0.28779 1.50875 -3.41976  0.078
C: -2.15527 5.26209 2.43229  -0.006
H: -0.92946 -0.21016 1.27298  0.005
H: 1.96902 -3.38809 -4.88338  0.001
C: -2.28549 7.23084 1.32262  0.001
O: 4.10011 2.54771 1.75871  0.000
H: -2.03889 -0.27327 -4.31981  0.003
C: 1.10283 2.31512 3.81497  0.003
C: -3.54096 -0.75677 -2.06573  -0.096
S: -1.61713 2.23292 -1.23820  0.181
H: 3.42429 2.75246 6.22509  0.000
H: -2.38968 4.69996 3.33164  0.000
C: -5.70012 -1.69052 -1.53657  -0.002
C: -1.41826 1.86776 -2.94100  -0.048
C: -0.58547 -2.36908 -2.88565  0.018
H: -3.43072 0.10203 -5.35995  0.000
H: 0.97487 2.47426 5.95065  0.000
H: -1.57930 -2.66358 -2.56528  0.003
H: 2.95106 -1.27581 -4.02919  0.000
H: -4.06530 -1.56288 -0.15390  -0.004
C: -0.01533 -1.20865 -2.33951  -0.053
C: -1.45500 4.65753 1.40204  0.013
H: -0.31978 -4.03499 -4.19821  -0.001
H: 3.14912 1.96369 -1.83532  0.001
P: 1.10055 -2.03654 0.99160  -0.013
C: 1.25203 -0.79217 -2.82009  0.038
N: -0.47230 -2.25275 1.45792  0.002
C: -3.03633 0.16493 -4.34629  -0.009
H: -2.53171 -0.49321 -1.76022  0.114
H: -6.36755 -2.16653 -0.82879  0.000
H: 2.36894 -0.91455 3.84877  0.000
H: -1.15978 3.61793 1.47507  0.008
H: 3.17016 -4.34026 -0.56835  0.000
H: 4.88535 2.83077 4.24642  0.000
N: -2.56715 6.53049 2.42187  0.021
Se: -0.09624 4.70810 -1.15117  0.666
C: 0.39882 -4.16571 -0.63746  -0.001
C: 1.28219 2.01442 1.37338  -0.017
C: -4.40396 -1.35728 -1.16238  -0.020

Cartesian forces (eV/Å) of the 3 atoms listed first:
0.13 0.04 -0.01
0.10 0.12 0.27
0.00 -0.04 -0.03

E_HOMO (alpha / beta), eV: -3.960 / -4.191
2S+1: 4
Total charge: -1
Energy above the lowest of the compared OMol25 structures with the same formula, charge and spin, kJ/mol: 120.6